C6H20FFeO4S2 as an isolated structure. Source: the OMol25 dataset; level of theory: ωB97M-V/def2-TZVPD.

Results
LUMO (spin up / spin down) (eV): -7.52 / -11.62
Expectation value of S²: 8.76
Orbital gap (spin up / spin down) (eV): 7.417 / 3.302
Energy (Ha): -2700.737176
Net charge: +2
2S+1: 6

```
34
C6H20FFeO4S2 (ωB97M-V/def2-TZVPD)
Fe -2.73 -0.35 -0.52
F -1.52 -1.04 0.98
C -2.05 2.80 -1.32
O -1.82 1.61 -0.54
H -1.42 2.83 -2.21
H -3.10 2.86 -1.61
H -1.81 3.59 -0.61
H -1.06 1.73 0.03
C -0.33 -3.64 2.53
O 0.41 -2.41 2.39
H -1.28 -3.47 2.00
H 0.28 -4.44 2.12
H -0.57 -3.64 3.59
H -0.20 -1.82 1.93
C 1.20 -0.87 -1.85
S -0.29 -1.29 -2.89
O -1.45 -1.08 -1.98
C 0.02 -0.04 -4.16
H 0.96 0.10 -1.44
H 1.94 -0.77 -2.65
H 1.48 -1.66 -1.15
H 1.01 0.05 -4.60
H -0.21 0.95 -3.76
H -0.64 -0.22 -5.01
C 2.21 0.34 1.13
S 1.57 1.96 1.74
O 0.41 2.12 0.80
C 0.66 1.52 3.22
H 1.38 -0.33 0.92
H 2.72 -0.09 2.00
H 2.89 0.54 0.30
H 1.27 1.19 4.06
H 0.05 0.66 2.95
H 0.02 2.31 3.61
```

Here are the Mulliken charges for atoms 1 to 4, given in e: 1.11, -0.68, -0.68, -0.19